# 1
This record from OMol25 describes 2 unconnected molecules or ions with the total composition C8H6Cl3NO in a non-equilibrium geometry. The level of theory is ωB97M-V with the def2-TZVPD basis set.

XYZ file:
```
19
Properties=species:S:1:pos:R:3:forces:R:3:nbo_charge:R:1
Cl 3.1653 0.0121 -1.9371 -0.1052 -0.0587 0.2950 0.05
Cl 4.1516 -0.8369 0.6654 -0.4751 -0.2439 -0.3261 0.05
Cl 1.6923 -2.2441 -0.6255 1.4609 1.8287 0.5380 -0.11
O 2.4481 3.0808 -0.0796 0.5002 0.9077 -0.0008 -0.39
N 1.5046 2.3609 -0.1784 -0.6337 -1.6779 -0.1127 0.22
C -0.4025 0.6375 -0.0942 0.4099 -0.7118 -0.0469 -0.17
C 0.7746 1.4542 -0.2900 -0.8491 1.5153 -0.1905 0.14
C -2.5480 -0.9608 0.4850 -2.2154 -2.8478 0.3731 -0.17
C -2.0354 -0.1934 1.4985 -0.2711 1.6909 -0.9283 -0.23
C 2.7392 -0.5953 -0.3546 -1.9039 -0.4011 0.8753 -0.25
C -0.9535 0.5984 1.1822 -0.3560 1.0437 -0.1170 -0.15
C -0.9041 -0.2416 -1.0505 -0.7041 0.2009 -0.0978 -0.13
C -1.9888 -1.0541 -0.7815 1.2466 1.1375 2.3344 -0.22
H -0.6313 -0.2904 -2.0680 1.2307 0.2834 -0.8297 0.22
H -2.6463 0.1693 2.3120 0.1059 -0.8578 0.5675 0.23
H -3.4352 -1.6293 0.7355 1.0937 1.0018 -0.4713 0.21
H -2.1870 -1.8296 -1.4436 -1.0098 -0.9346 -1.2148 0.22
H 1.9988 0.1348 0.2012 1.8221 -1.9582 -1.2952 0.25
H -0.7424 1.4275 1.8232 0.6534 0.0818 0.6476 0.22
```
Forces are in eV/Å.

## Properties
Max |F|   3.6 eV Å⁻¹

---

# 2
This record from OMol25 describes 3 unconnected molecules or ions with the total composition C8H6Cl8 in a non-equilibrium geometry. The level of theory is ωB97M-V with the def2-TZVPD basis set.

XYZ file:
```
22
Properties=species:S:1:pos:R:3:forces:R:3:lowdin_spin:R:1
Cl -4.3101 3.7413 4.6941 -0.8283 1.0032 -0.4866 0.18
Cl -2.4241 2.9422 6.9658 1.1418 0.6520 1.9571 0.32
Cl 0.2248 2.4436 2.6026 0.6292 -1.0465 -0.4977 0.02
Cl 2.5215 1.1973 3.8385 -0.0571 0.0863 -0.7519 0.00
Cl 2.7676 3.3314 1.8470 0.5955 -0.3700 -0.2140 0.00
Cl 2.0398 0.5966 0.9859 -0.2614 0.8668 0.8407 0.00
Cl -2.2208 1.7837 4.1875 0.6959 -0.6154 -0.8587 0.13
Cl -4.4630 1.0688 5.8482 -1.2467 -1.4349 0.4871 0.12
C -0.5836 -1.7041 -2.5563 1.2800 0.5320 0.5855 0.00
C 1.8942 1.8529 2.2898 -0.5765 0.4783 0.4529 0.01
C 1.8389 -1.4302 -2.5848 -1.0139 0.2992 1.2229 0.00
C 1.8389 -1.8763 -3.8895 0.0554 -0.5199 -0.5977 0.00
C -3.3705 2.3665 5.4510 -0.0783 0.3794 -0.9320 0.22
C 0.6103 -1.3109 -1.8969 -1.1199 -0.7794 -1.1764 0.00
C 0.6590 -2.1819 -4.5443 -0.4551 0.1442 -0.1300 0.00
C -0.5450 -2.0922 -3.8745 -0.4595 -0.0648 0.0437 0.00
H 2.7418 -2.0908 -4.4419 0.3497 0.3678 0.1777 0.00
H -1.5327 -1.6864 -2.0414 0.0098 0.1463 0.1593 0.00
H 0.6390 -2.4607 -5.5875 0.2625 -0.1556 -0.0664 0.00
H 2.7592 -1.1902 -2.0732 0.1111 0.0342 -0.0312 0.00
H 0.4115 -0.9830 -0.8873 0.8976 0.1522 0.1962 0.00
H -1.4966 -2.3176 -4.3329 0.0682 -0.1553 -0.3804 0.00
```
Forces are in eV/Å.

## Properties
Charge   -1
Multiplicity   2
Max |F|   2.4 eV Å⁻¹

---

# 3
This record from OMol25 describes 2 unconnected molecules or ions with the total composition C8H6F3IO in a non-equilibrium geometry. The level of theory is ωB97M-V with the def2-TZVPD basis set.

XYZ file:
```
19
Properties=species:S:1:pos:R:3:forces:R:3:nbo_charge:R:1
I 0.0052 -4.1099 -0.6512 -0.1164 0.7108 0.0831 0.16
F -2.4984 -3.0764 1.5485 -0.0609 -0.1209 0.0221 -0.34
F -4.1758 -2.4813 0.2986 0.6357 0.1611 -0.0699 -0.34
F -3.0510 -0.9697 1.4381 0.2168 -1.1399 -1.0502 -0.35
O -1.5540 -2.1098 -2.1468 1.5307 1.5373 0.9939 -0.70
C -0.4511 1.4372 -0.5280 -0.0989 0.1135 1.0756 -0.19
C -0.9087 0.2153 -0.9696 0.3851 0.9684 -0.6246 -0.19
C 0.6026 1.5112 0.4276 -0.8142 1.0638 -0.5285 -0.21
C -0.3101 -0.9072 -0.4518 -0.6793 -3.1402 -0.5876 -0.20
C -0.8333 -2.1785 -0.9725 -1.8473 -0.4788 -0.3617 0.20
C 0.6484 -0.8815 0.5549 0.0944 -3.2737 -0.4353 -0.19
C 1.0897 0.3339 0.9144 2.2841 0.0563 1.3297 -0.21
C -2.9425 -2.1424 0.7168 0.1144 0.8636 0.7065 0.92
H 1.9771 0.2952 1.5447 -0.2931 0.5879 0.2718 0.21
H 1.0988 2.3962 0.8697 -0.8895 -0.1537 -0.8177 0.23
H -1.1339 2.1957 -0.8552 0.6639 1.2304 -0.0253 0.22
H 1.1214 -1.8818 0.9723 -1.1311 2.3231 -0.9553 0.24
H -2.0447 -2.8864 -2.3543 -0.3995 -1.1630 0.1090 0.50
H -1.6512 0.1760 -1.7861 0.4049 -0.1459 0.8645 0.24
```
Forces are in eV/Å.

## Properties
Max |F|   3.3 eV Å⁻¹

---

# 4
This record from OMol25 describes a single C8H6F3NS molecule in a non-equilibrium geometry. The level of theory is ωB97M-V with the def2-TZVPD basis set.

XYZ file:
```
19
Properties=species:S:1:pos:R:3:forces:R:3:nbo_charge:R:1
S 0.0353 -3.3174 -0.0743 0.1490 1.6801 0.7664 0.41
F -3.0506 1.5636 0.9294 0.4952 -0.6557 0.1842 -0.33
F -3.3263 -0.5318 0.3687 0.1534 0.2513 -0.1444 -0.30
F -3.1759 1.0704 -1.1238 -0.0684 -0.5906 -0.1797 -0.33
N 1.1606 0.4070 0.1103 1.7460 1.7813 -0.8956 -0.56
C -2.6852 0.5856 0.0426 0.7660 1.0319 -0.2718 0.92
C 1.7777 -3.2470 0.0998 -1.8533 0.6762 -0.7630 -0.39
C -1.1899 0.3960 -0.0709 1.7595 -4.0000 0.8887 -0.06
C -0.0941 2.6389 -0.1266 3.5602 -2.3960 2.8022 -0.63
C 2.2172 -1.9500 0.0473 0.2069 -0.3726 0.6872 -0.26
C -0.0440 1.0830 -0.0020 -1.6323 0.3625 -1.0792 0.17
C -0.0283 -1.5804 0.0927 -2.0977 2.3459 -0.8077 -0.18
C 1.1935 -0.9733 0.0642 -2.9729 -1.5305 0.0878 -0.03
H -0.6922 2.9335 0.7337 0.2184 0.6712 -0.2210 0.25
H 1.0187 2.8966 -0.0365 -1.5959 0.3398 0.3797 0.21
H 2.1122 -4.2554 0.2147 1.3029 0.0666 -0.0807 0.24
H 3.2028 -1.6077 0.1363 1.5626 -0.1198 0.0650 0.22
H -0.3795 3.0340 -1.0312 -1.2015 0.4554 -2.0490 0.23
H 1.9480 0.8543 -0.3742 -0.4984 0.0028 0.6309 0.40
```
Forces are in eV/Å.

## Properties
Max |F|   5.1 eV Å⁻¹

---

# 5
This record from OMol25 describes a single C8H6FNO2S molecule in a non-equilibrium geometry. The level of theory is ωB97M-V with the def2-TZVPD basis set.

XYZ file:
```
19
Properties=species:S:1:pos:R:3:forces:R:3:nbo_charge:R:1
S -1.4425 -0.9037 0.2609 1.6961 0.0393 -3.2612 2.16
F -1.5986 1.4221 -0.8297 0.5973 0.9425 0.5388 -0.33
O -2.0127 -0.6157 1.4947 -1.0271 0.3034 2.8599 -0.90
O -1.5193 -2.1770 -0.4039 0.2324 0.3050 0.5703 -0.91
N -4.9895 0.9770 0.0218 -2.3555 0.7142 0.8247 -0.35
C 2.9946 0.2617 0.3129 -2.6286 -0.6507 -0.3588 -0.18
C -2.2234 0.2456 -0.9270 -3.5324 2.3798 -0.6818 -0.02
C 2.4755 -0.6040 -0.6183 -3.3768 1.4628 1.6378 -0.19
C 2.1560 0.9017 1.1788 -2.8164 -1.6877 -1.1038 -0.17
C 0.2879 -0.2447 0.2326 -0.6386 -1.5652 -0.9860 -0.31
C 1.1167 -0.8250 -0.7181 -1.5484 -1.6954 -1.4002 -0.19
C 0.7678 0.6127 1.1853 1.1378 -0.7680 -1.4010 -0.18
C -3.9632 0.7260 -0.3774 6.2338 -2.5187 -2.1081 0.21
H 2.4725 1.5400 1.8744 1.5216 2.4873 2.6485 0.21
H -0.0237 0.9057 1.7943 -0.4216 1.3117 1.8004 0.24
H -2.1964 0.0800 -2.0430 -0.6355 -0.9802 1.3825 0.24
H 0.5792 -1.5317 -1.4920 1.6395 1.3495 1.5475 0.25
H 4.0047 0.2927 0.2579 3.0376 0.8689 0.5643 0.22
H 3.1144 -1.0634 -1.2042 2.8848 -2.2984 -3.0737 0.21
```
Forces are in eV/Å.

## Properties
Max |F|   7.0 eV Å⁻¹

---

# 6
This record from OMol25 describes a single C8H6N2O molecule in a non-equilibrium geometry. The level of theory is ωB97M-V with the def2-TZVPD basis set.

XYZ file:
```
17
Properties=species:S:1:pos:R:3:forces:R:3:nbo_charge:R:1
O -1.8598 -1.1441 -0.0964 -1.8908 -1.8162 -0.8153 -0.37
N 0.8150 -1.2252 0.0908 2.8016 -0.6272 -0.2317 -0.40
N -1.9444 1.0066 0.1480 -0.9121 2.0147 -0.4031 -0.47
C 2.9967 -0.1663 -0.0293 -1.8680 -3.5014 0.8369 -0.26
C 0.2389 -0.0293 -0.0471 1.6554 0.8010 0.8318 0.11
C 2.4630 1.0496 -0.0647 -12.2000 -11.1767 0.1511 -0.12
C -1.2439 -0.0325 -0.0351 3.9653 1.7357 0.7696 0.47
C -3.2462 0.5512 0.0704 -2.3238 3.1778 1.1291 -0.11
C 0.9981 1.1889 -0.0475 -0.4490 0.2421 -1.2257 -0.20
C -3.1856 -0.7519 -0.0752 -0.7527 -4.1415 -0.3129 0.02
C 2.2317 -1.3289 0.1134 -5.6000 3.8045 -1.0540 0.04
H -4.1646 1.2778 0.2556 2.2224 -1.9283 -0.6609 0.23
H 3.9442 -0.4624 0.1051 4.0591 0.2544 -0.0690 0.21
H 0.3517 2.2298 -0.2015 2.2200 -2.8620 0.6476 0.26
H -3.7851 -1.6720 -0.1945 -0.2330 1.3001 0.2141 0.22
H 2.5563 -2.3058 0.0724 1.0413 -1.7935 0.3189 0.20
H 2.8341 1.8145 -0.0644 8.2643 14.5163 -0.1265 0.16
```
Forces are in eV/Å.

## Properties
Max |F|   16.7 eV Å⁻¹

---

# 7
This record from OMol25 describes a molecular structure, C8H6NO5Pt in a non-equilibrium geometry. The level of theory is ωB97M-V with the def2-TZVPD basis set.

XYZ file:
```
21
Properties=species:S:1:pos:R:3:forces:R:3:lowdin_spin:R:1
Pt 2.7601 -0.0900 -0.3873 -0.1395 0.5470 -0.0240 1.08
O 1.2026 2.5703 0.0721 3.5027 -5.0689 -1.0610 0.09
O -2.1040 -3.8495 -0.0417 3.7537 3.0419 -0.3248 0.03
O 2.2541 -1.8230 2.1367 1.0411 3.2474 -4.5270 0.07
O 1.5481 -1.4566 -2.8986 2.2113 2.6848 4.4270 0.09
O 5.8003 0.1154 -0.8833 -6.1686 -0.1971 1.0650 0.07
N -0.1346 -0.2428 0.1345 1.7686 0.1628 -0.6064 0.54
C -1.2462 -3.0761 -0.1069 -4.4996 -3.3534 0.4297 0.27
C 1.8472 1.6081 -0.1108 -5.1172 8.9606 1.8444 0.10
C -2.0495 1.3440 0.9087 -0.9472 -2.4745 -1.4999 0.16
C 4.6519 0.0391 -0.6907 8.7389 -0.5923 -1.5364 0.17
C 2.4634 -1.1872 1.1865 -0.8937 -5.0108 5.5211 0.20
C -0.9979 0.4761 0.4519 -2.3251 1.0467 1.2514 0.18
C 2.0133 -0.9526 -1.9599 -2.4185 -4.6380 -5.8594 0.20
C -3.3123 1.2697 0.0383 0.4663 1.0926 0.8969 0.13
H -3.0840 1.6547 -0.9646 -0.4896 -0.2219 -0.5012 0.04
H 0.1078 -1.9999 -0.2114 0.6018 -0.3859 -0.1539 0.40
H -2.2643 1.0856 1.9567 0.3167 0.3332 0.7342 0.05
H -1.6671 2.3746 0.9170 0.0321 0.9899 0.3636 0.08
H -3.6980 0.2444 -0.0290 0.3258 -0.4083 -0.3525 0.04
H -4.0909 1.8958 0.4818 0.2400 0.2441 -0.0867 0.01
```
Forces are in eV/Å.

## Properties
Charge   +3
Multiplicity   5
Max |F|   10.5 eV Å⁻¹

---

# 8
This record from OMol25 describes 2 unconnected molecules or ions with the total composition C8H6O3S in a non-equilibrium geometry. The level of theory is ωB97M-V with the def2-TZVPD basis set.

XYZ file:
```
18
Properties=species:S:1:pos:R:3:forces:R:3:nbo_charge:R:1
S -0.4763 1.4207 -2.3322 2.6881 0.0904 -0.1331 0.03
O 1.4795 1.9163 0.8272 -1.0764 0.3122 0.7972 -0.52
O 2.6796 1.4635 -1.0425 1.7931 -0.6089 -3.2961 -0.53
O -2.6977 2.2912 0.7181 0.6083 -0.1378 -0.0292 -0.44
C -1.8936 1.4749 0.5092 -1.5105 0.6515 0.2788 0.75
C -0.8412 -2.0826 0.8121 -0.6621 0.3572 -2.8085 -0.40
C -0.6945 -0.6859 1.1730 -2.0351 3.9377 -0.3743 -0.20
C 0.5894 -0.7226 -0.8576 0.5397 2.3174 -0.3760 -0.25
C -0.1958 0.3949 -0.9380 -1.8226 -1.7173 0.6446 -0.16
C -1.1153 0.4703 0.2524 1.5570 -1.4628 -1.1928 -0.39
C 1.9750 1.6588 -0.1787 -0.1273 0.6646 2.8525 1.03
C 0.4063 -1.3131 0.5064 0.7283 -0.8421 -2.0052 -0.25
H 1.4157 -0.7522 -1.6278 -0.9882 -0.9788 1.1788 0.24
H -0.8411 -2.7748 1.5665 0.0641 -1.6825 1.5979 0.22
H 1.1756 -1.5578 1.1150 2.8220 -0.6721 1.3520 0.22
H -0.5902 -0.2648 2.1339 0.1094 -0.5788 1.4054 0.24
H -1.3322 -2.3352 -0.1261 -0.5221 0.0012 0.5404 0.23
H 0.9569 1.3985 -2.5108 -2.1656 0.3489 -0.4323 0.16
```
Forces are in eV/Å.

## Properties
Max |F|   4.4 eV Å⁻¹

---

| no. | E (eV) |
| --- | --- |
| 1 | -49493.9524 |
| 2 | -108571.6861 |
| 3 | -26690.1850 |
| 4 | -28866.8255 |
| 5 | -27526.4845 |
| 6 | -13417.0899 |
| 7 | -23322.0974 |
| 8 | -25368.1459 |